The following is a DFT calculation (ωB97M-V/def2-TZVPD) of a molecular structure, C20H60K3O14P.

HOMO-LUMO gap (alpha / beta) ... 9.6 / 3.2 eV
Multiplicity ... 2
Net charge ... +1
Energy ... -108639.32645 eV

Each line ends with the Mulliken spin population.
Cartesian coordinates (Å):
K (1.0464, 0.9665, 2.7962)  0.00
K (-1.4161, -2.9999, -1.0417)  0.00
K (-0.2594, 1.8902, -2.1038)  0.00
P (-0.3245, 0.0011, 0.1302)  -0.02
O (-0.7498, -0.7341, 1.4262)  0.05
O (-0.9739, -0.3829, -1.2469)  0.00
O (1.2333, -0.1816, -0.0669)  0.16
O (-0.5445, 1.5593, 0.3478)  0.06
C (-3.0113, 1.6745, 4.7074)  0.00
C (-2.5988, 1.2831, 3.2735)  0.00
O (-2.1015, -0.0838, 3.3343)  0.01
H (-2.2970, 1.2966, 5.4389)  0.00
H (-3.9499, 1.1832, 4.9636)  0.00
H (-3.2568, 2.7260, 4.8563)  0.00
H (-1.8308, 1.9918, 2.9635)  0.00
H (-3.4778, 1.3744, 2.6354)  0.00
H (-1.6106, -0.2275, 2.5220)  0.00
C (-3.5813, -4.7833, 2.1560)  0.00
C (-2.9393, -3.3939, 2.6134)  0.00
O (-1.8139, -3.2057, 1.8866)  0.00
H (-4.4887, -4.9287, 2.7422)  0.00
H (-2.9021, -5.5631, 2.5004)  0.00
H (-3.6372, -4.9056, 1.0744)  0.00
H (-2.5900, -3.3100, 3.6425)  0.00
H (-3.6256, -2.5710, 2.4138)  0.00
H (-1.5199, -2.2930, 1.9324)  0.00
C (5.3155, 0.7196, 2.3031)  0.00
C (4.1851, -0.0889, 1.5902)  0.00
O (3.2599, 0.8735, 1.3064)  0.01
H (4.9802, 1.0989, 3.2684)  0.00
H (5.6112, 1.6195, 1.7638)  0.00
H (6.2313, 0.1717, 2.5249)  0.00
H (3.8412, -0.9098, 2.2195)  0.00
H (4.3754, -0.6760, 0.6918)  0.00
H (2.5679, 0.3955, 0.8435)  0.00
C (4.3302, 2.1452, -2.9090)  0.00
C (3.5942, 1.8513, -1.6377)  0.00
O (2.4649, 1.0834, -1.9995)  0.01
H (3.8495, 2.8565, -3.5807)  0.00
H (4.3994, 1.2403, -3.5127)  0.00
H (5.3148, 2.4327, -2.5402)  0.00
H (3.3699, 2.7121, -1.0077)  0.00
H (4.1821, 1.1474, -1.0487)  0.00
H (2.2023, 0.5086, -1.2769)  0.00
C (0.2839, -1.8994, -5.4445)  0.00
C (0.0924, -0.9463, -4.2519)  0.00
O (-0.7888, -1.6624, -3.4238)  0.05
H (0.6310, -2.8697, -5.0893)  0.00
H (1.0388, -1.5778, -6.1619)  0.00
H (-0.6206, -2.0850, -6.0238)  0.00
H (-0.3436, 0.0212, -4.5009)  0.00
H (1.0414, -0.8071, -3.7340)  0.00
H (-0.7767, -1.1319, -2.6238)  0.01
C (-3.8546, 3.6891, 1.0331)  0.00
C (-3.6612, 2.6186, -0.0221)  0.00
O (-2.3808, 2.9096, -0.6195)  0.00
H (-4.0182, 4.6647, 0.5752)  0.00
H (-3.0129, 3.9888, 1.6575)  0.00
H (-4.7119, 3.4873, 1.6752)  0.00
H (-4.4164, 2.7506, -0.7969)  0.00
H (-3.6951, 1.6008, 0.3666)  0.00
H (-1.6630, 2.5293, -0.1080)  0.00
C (2.9133, -3.5572, -2.9143)  0.00
C (2.8916, -2.3997, -1.9408)  0.00
O (1.6514, -2.3297, -1.3722)  0.47
H (2.8661, -4.4860, -2.3460)  0.01
H (3.8944, -3.5572, -3.3894)  0.00
H (2.1206, -3.4487, -3.6546)  0.00
H (3.2873, -1.5794, -2.5396)  0.04
H (3.5728, -2.5064, -1.0965)  0.09
H (1.5097, -1.4804, -0.9478)  0.04
C (0.9824, 5.9475, 1.3706)  0.00
C (-0.1696, 4.8606, 1.2249)  0.00
O (0.1938, 3.6571, 1.7988)  0.00
H (0.7397, 6.8514, 0.8120)  0.00
H (1.8307, 5.4977, 0.8546)  0.00
H (1.4241, 6.1925, 2.3365)  0.00
H (-0.4125, 4.7534, 0.1677)  0.00
H (-1.0973, 5.3113, 1.5778)  0.00
H (-0.1482, 2.9243, 1.2814)  0.00
C (1.5746, -4.2297, 2.2765)  0.00
C (2.3617, -2.9369, 2.3927)  -0.01
O (1.5080, -1.8801, 2.6775)  0.00
H (1.1012, -4.5022, 3.2198)  0.00
H (2.2218, -5.0682, 2.0193)  0.00
H (0.6724, -4.1154, 1.6755)  0.00
H (2.9201, -2.7840, 1.4692)  0.00
H (3.1307, -2.8780, 3.1629)  0.00
H (0.9280, -1.7145, 1.9307)  0.01
C (-4.0570, -0.2272, -4.0263)  0.00
C (-3.9846, 0.0387, -2.5185)  0.00
O (-3.2909, -0.8565, -1.7302)  0.00
H (-3.1279, -0.5013, -4.5258)  0.00
H (-4.5201, 0.6003, -4.5639)  0.00
H (-4.6879, -1.0902, -4.2391)  0.00
H (-4.9382, 0.1958, -2.0147)  0.00
H (-3.4060, 0.9560, -2.4099)  0.00
H (-2.4538, -0.5019, -1.4220)  0.00


The following is a DFT calculation (ωB97M-V/def2-TZVPD) of 10 unconnected molecules or ions with the total composition C20H60N10O10.

HOMO-LUMO gap ... 9.1 eV
Multiplicity ... 1
Net charge ... 0
Energy above the lowest of the compared OMol25 structures with the same formula, charge and spin ... 1.2 kcal per mole
Energy ... -57094.94635 eV

Each line ends with the Mulliken charge.
Cartesian coordinates (Å):
C (-4.1785, -0.3616, -1.2753)  0.54
O (-5.0992, 0.4413, -1.4243)  -0.72
N (-4.0541, -1.0867, -0.1178)  -0.33
N (-3.1923, -0.5867, -2.1779)  0.30
H (-3.6110, -1.9864, -0.1665)  0.17
H (-4.8224, -0.9063, 0.5064)  0.25
H (-2.3974, -1.1695, -1.9233)  -0.07
H (-3.2071, -0.1560, -3.0849)  0.01
C (2.9392, -1.4334, -1.8579)  0.68
O (2.6588, -0.6196, -2.7425)  -0.66
N (3.9925, -1.2770, -1.0264)  -0.36
N (2.1765, -2.5235, -1.5946)  -0.25
H (4.5628, -0.4575, -1.1105)  0.23
H (4.1132, -1.9122, -0.2602)  0.09
H (2.3752, -3.1615, -0.8500)  0.15
H (1.4011, -2.6875, -2.2073)  0.06
C (-1.1468, -3.1270, -3.1183)  0.47
O (-1.0266, -2.3629, -2.1469)  -0.80
N (-1.1089, -4.4829, -2.9912)  -0.48
N (-1.3565, -2.6895, -4.3828)  -0.27
H (-0.9854, -4.8592, -2.0688)  0.24
H (-1.0390, -5.0418, -3.8182)  0.16
H (-1.2627, -3.3396, -5.1366)  0.22
H (-1.5331, -1.7043, -4.5053)  0.12
C (-0.0188, -0.2908, 0.3706)  0.10
O (0.3121, 0.5745, 1.1991)  -0.62
N (-0.0271, -0.0308, -0.9588)  1.34
N (-0.2357, -1.5801, 0.7069)  0.08
H (-0.2937, -0.8103, -1.5651)  -0.55
H (0.3620, 0.8221, -1.3154)  0.16
H (-0.4316, -2.2254, -0.0365)  0.03
H (0.0596, -1.9072, 1.6080)  -0.07
C (1.0484, 4.6614, -3.1612)  0.54
O (2.1533, 4.9306, -3.6268)  -0.71
N (0.9027, 4.0403, -1.9593)  -0.21
N (-0.1453, 4.8159, -3.7930)  -0.27
H (0.0292, 3.6706, -1.6166)  0.17
H (1.7218, 3.9334, -1.3888)  0.15
H (-0.9620, 4.4016, -3.3884)  0.15
H (-0.1520, 5.4141, -4.5987)  0.19
C (-2.5629, 2.2146, 1.0057)  -1.06
C (-2.7542, 2.9189, -0.3056)  0.91
C (-2.8255, 4.4152, -0.1050)  -1.87
O (-1.6538, 2.7063, -1.2385)  0.09
H (-1.6497, 2.6373, 1.4437)  0.41
H (-2.3671, 1.1474, 1.1052)  -0.04
H (-3.3178, 2.4828, 1.7479)  0.46
H (-3.6220, 2.5864, -0.8815)  0.27
H (-1.8751, 4.8723, 0.1786)  0.37
H (-3.5469, 4.6807, 0.6720)  0.43
H (-3.1783, 4.9911, -0.9646)  0.44
H (-1.7205, 1.7930, -1.5464)  -0.29
C (-1.7815, 0.4536, 4.0111)  -0.74
C (-0.7593, 1.4110, 4.5908)  0.65
C (0.2222, 0.7937, 5.6025)  -1.06
O (-0.1547, 2.1374, 3.5424)  -0.55
H (-2.5591, 1.0709, 3.5647)  0.11
H (-2.2098, -0.1111, 4.8435)  0.51
H (-1.3575, -0.2105, 3.2552)  -0.11
H (-1.3482, 2.1156, 5.1929)  0.33
H (-0.3236, 0.3528, 6.4358)  0.40
H (1.0098, 1.4684, 5.9320)  0.33
H (0.7512, -0.0086, 5.0699)  -0.10
H (-0.0838, 1.5040, 2.8056)  0.13
C (5.3934, -0.4249, 2.4261)  -1.47
C (3.9178, -0.1736, 2.7036)  0.88
C (3.3648, 1.1523, 2.1583)  -0.96
O (3.1855, -1.2559, 2.1233)  -0.39
H (5.5798, -0.6015, 1.3667)  0.22
H (5.6973, -1.3435, 2.9326)  0.38
H (5.9451, 0.4082, 2.8580)  0.40
H (3.8084, -0.1810, 3.7946)  0.22
H (2.4334, 1.3975, 2.6660)  0.12
H (3.2264, 1.1012, 1.0794)  0.12
H (4.0803, 1.9504, 2.3712)  0.47
H (2.2492, -1.0920, 2.2882)  -0.14
C (-0.4079, -3.1020, 4.5313)  -1.40
C (0.9473, -3.0660, 3.8589)  2.16
C (2.0543, -3.8063, 4.6145)  -1.67
O (0.8260, -3.6165, 2.5514)  -0.60
H (-1.1836, -2.7369, 3.8539)  0.31
H (-0.4885, -2.4380, 5.3927)  0.28
H (-0.6947, -4.1086, 4.8400)  0.41
H (1.2306, -2.0191, 3.6939)  -0.90
H (1.8340, -4.8738, 4.5527)  0.39
H (2.0589, -3.4821, 5.6559)  0.41
H (3.0542, -3.6512, 4.2085)  0.37
H (1.6826, -3.8145, 2.1629)  0.32
C (-0.7395, 1.7213, -4.4235)  -0.84
C (-1.0679, 0.6967, -5.4898)  0.56
C (0.1481, -0.1880, -5.7517)  -1.49
O (-2.1832, -0.1141, -5.0951)  -0.72
H (-1.5227, 2.4592, -4.2333)  0.36
H (0.1068, 2.3216, -4.7568)  0.40
H (-0.5635, 1.2177, -3.4703)  -0.10
H (-1.3655, 1.2517, -6.3851)  0.33
H (0.4706, -0.6359, -4.8060)  0.26
H (1.0214, 0.2780, -6.1986)  0.41
H (-0.1330, -1.0615, -6.3473)  0.38
H (-2.8195, 0.4796, -4.6801)  0.28


The following is a DFT calculation (ωB97M-V/def2-TZVPD) of a molecular structure, C20H60O12.

HOMO-LUMO gap ... 8.2 eV
Multiplicity ... 1
Net charge ... 0
Energy above the lowest of the compared OMol25 structures with the same formula, charge and spin ... 684.4 kcal per mole
Energy ... -46250.15217 eV

Each line ends with the Mulliken charge.
Cartesian coordinates (Å):
C (0.3121, 0.4110, 4.0347)  -0.41
C (0.2403, 1.8807, 4.2952)  -1.17
O (-0.2057, 2.5988, 3.1293)  -0.65
H (-0.6864, 0.0738, 3.7565)  0.96
H (0.7970, -0.1118, 4.8591)  0.39
H (0.9620, 0.1782, 3.1912)  -0.23
H (1.2574, 2.2045, 4.5163)  0.46
H (-0.4677, 1.9375, 5.1220)  0.37
H (-1.0664, 2.2429, 2.8966)  0.51
C (0.0246, 0.0178, 0.9522)  3.66
C (0.9496, 0.9186, 0.0143)  -1.48
O (0.6191, 0.4075, -1.2353)  -0.31
H (0.2979, -1.0316, 0.8421)  -0.99
H (-0.9494, 0.1403, 0.4784)  0.35
H (-0.0664, 0.3503, 1.9862)  1.29
H (1.9394, 0.4940, 0.1824)  -1.15
H (0.9319, 1.9976, 0.1674)  0.79
H (0.6179, 1.1587, -1.8330)  -0.41
C (-2.3956, -1.4088, 2.6786)  -2.24
C (-2.7791, -0.0016, 2.3301)  0.32
O (-1.7717, 1.0151, 2.2735)  -0.67
H (-2.0271, -1.3792, 3.7040)  0.53
H (-1.5566, -1.7928, 2.0983)  1.67
H (-3.2039, -2.1117, 2.4772)  0.41
H (-3.6365, 0.3314, 2.9150)  0.52
H (-3.0971, -0.0100, 1.2876)  0.25
H (-1.8339, 1.3902, 1.3920)  0.71
C (-1.6300, 0.9515, -2.1926)  0.84
C (-2.9898, 0.7968, -1.5515)  -1.87
O (-2.7649, 0.7238, -0.1176)  -0.78
H (-1.6940, 1.0425, -3.2769)  0.41
H (-1.0083, 0.0801, -1.9872)  0.43
H (-1.0819, 1.8444, -1.8919)  0.63
H (-3.5242, -0.1176, -1.8093)  0.27
H (-3.5297, 1.6871, -1.8740)  0.69
H (-3.5118, 1.2076, 0.2426)  0.35
C (0.2923, 0.0488, -3.5733)  0.13
C (0.9331, -0.3151, -4.9019)  -0.82
O (1.9454, 0.6447, -5.2471)  -0.78
H (1.0652, -0.0349, -2.8094)  0.61
H (-0.6259, -0.5030, -3.3716)  0.35
H (-0.0205, 1.0926, -3.5433)  0.00
H (0.1453, -0.3709, -5.6531)  0.24
H (1.3441, -1.2926, -4.6495)  0.44
H (1.6484, 1.5519, -5.1457)  0.61
C (1.5560, -1.3623, 2.5637)  -0.13
C (0.1497, -1.5211, 3.0602)  0.32
O (-0.2617, -2.7656, 2.6133)  -0.78
H (2.0781, -0.5366, 3.0471)  0.56
H (1.6480, -1.1870, 1.4919)  0.01
H (2.1689, -2.2620, 2.6181)  0.21
H (-0.4948, -0.7666, 2.6091)  -3.75
H (0.1378, -1.4108, 4.1445)  0.69
H (-0.0423, -2.7302, 1.6794)  0.06
C (-2.8410, -3.3714, 0.0844)  -1.93
C (-2.3928, -1.9561, 0.1266)  1.43
O (-2.4072, -1.1302, -1.0495)  -0.59
H (-2.9808, -3.7030, -0.9445)  0.36
H (-3.8227, -3.4360, 0.5536)  0.49
H (-2.0460, -3.9591, 0.5434)  0.27
H (-1.3213, -2.0677, 0.2923)  -1.19
H (-2.9148, -1.4902, 0.9624)  -0.40
H (-2.2661, -0.2364, -0.7290)  -0.94
C (4.0070, 0.3480, 0.1402)  -1.23
C (3.3616, 1.0721, 1.3353)  0.82
O (3.7267, 0.3736, 2.4322)  -0.54
H (3.5630, -0.6361, -0.0099)  0.34
H (5.0832, 0.2751, 0.2968)  0.50
H (3.8202, 0.8739, -0.7960)  0.18
H (2.2909, 1.2761, 1.3273)  -0.51
H (3.6857, 2.0931, 1.5372)  0.53
H (4.6524, 0.5578, 2.6075)  0.35
C (0.7403, 3.4305, -3.7422)  -1.35
C (0.1806, 2.9283, -2.4434)  0.22
O (-0.1690, 4.1379, -1.6759)  -0.59
O (1.3900, 2.4843, -4.5162)  -0.46
H (1.4968, 4.1684, -3.4756)  0.45
H (-0.0724, 3.9148, -4.2837)  0.33
H (0.9822, 2.3868, -1.9412)  0.43
H (-0.6252, 2.1956, -2.4878)  -0.27
H (-0.9757, 4.4963, -2.0531)  0.42
H (1.9320, 3.0019, -5.1162)  0.42
C (0.1371, -2.6182, -0.5016)  0.03
C (1.6036, -2.2813, -0.7558)  -0.88
O (1.6845, -1.6620, -1.9732)  -0.57
O (0.0857, -3.2040, 0.8260)  -0.41
H (-0.2232, -3.2733, -1.2948)  0.76
H (-0.6128, -1.8403, -0.3578)  -0.10
H (2.1586, -3.2152, -0.8448)  0.65
H (2.0536, -1.6558, 0.0151)  -0.08
H (0.9604, -1.0317, -1.9683)  0.01
H (0.9365, -3.6436, 0.8944)  0.67


> Which value of multiplicity does entry 1 give?

2